1.
ORCA calculation (ωB97M-V with the def2-TZVPD basis set) on a molecular structure, C12H37CdN3O7Pb in a non-equilibrium geometry.

Last column: Löwdin charge in e.
Atoms and positions in Å:
Cd: 0.60060 -2.50604 -1.21877  1.257
Pb: 0.27300 0.83505 -1.94569  1.544
O: 0.19057 -0.62872 -0.22926  -0.563
H: -0.00375 -0.87782 0.67228  -0.063
O: 1.22121 -1.51832 -2.93925  -0.596
H: 1.14353 -1.97868 -3.77279  -0.079
O: 2.33766 -2.70108 -0.11245  -0.514
H: 2.58185 -3.59195 0.13945  -0.103
O: -1.51086 -2.85901 -1.47035  -0.498
H: -2.01301 -2.51962 -0.72729  -0.091
C: 2.47507 5.13992 -2.18543  -0.059
C: 1.76807 3.82277 -1.87617  -0.456
C: 1.78196 3.57802 -0.39595  -0.232
O: 1.09779 2.41007 -0.02266  -0.338
C: 0.98359 2.29540 1.38804  -0.066
N: 0.35830 3.79800 -2.40229  -0.004
H: 3.50239 5.11489 -1.81704  0.087
H: 1.92771 5.99598 -1.79026  0.085
H: 2.56239 5.24817 -3.26901  0.082
H: 2.34110 3.04253 -2.39208  0.125
H: 1.29765 4.43111 0.11156  0.140
H: 2.80911 3.56286 -0.01557  0.142
H: 0.31875 3.08113 1.77848  0.101
H: 1.92705 2.47898 1.91806  0.104
H: 0.62753 1.30158 1.61406  0.062
H: 0.45855 4.09791 -3.37542  0.087
H: -0.09886 4.60977 -1.97756  0.075
C: -0.36598 -2.37271 3.03040  -0.046
C: 1.14953 -2.20061 3.36493  -0.417
C: 1.82521 -3.56478 3.22825  -0.234
O: 1.12431 -4.46071 4.04649  -0.194
C: 1.69278 -5.74048 4.01308  -0.117
N: 1.81479 -1.16601 2.57697  0.055
H: -0.77776 -2.74802 3.96446  0.073
H: -0.52988 -3.13662 2.25894  0.079
H: -0.78846 -1.46691 2.58718  0.058
H: 1.23647 -2.07149 4.45383  0.128
H: 2.83677 -3.46635 3.64943  0.132
H: 1.83559 -3.83886 2.16573  0.109
H: 1.24696 -6.37710 4.77441  0.084
H: 2.77557 -5.67334 4.18744  0.087
H: 1.52474 -6.23070 3.04385  0.091
H: 2.15652 -1.58100 1.70247  0.036
H: 1.06566 -0.53965 2.32080  0.006
C: -4.24003 -0.81701 -2.12688  -0.053
C: -3.07927 0.16684 -2.18323  -0.420
C: -2.69473 0.70635 -0.82460  -0.214
O: -1.83501 1.83432 -0.90497  -0.327
C: -2.50635 3.05573 -1.11547  -0.076
N: -1.85151 -0.44898 -2.76980  -0.049
H: -5.17636 -0.32421 -1.82700  0.082
H: -4.11662 -1.53720 -1.31041  0.080
H: -4.41443 -1.35754 -3.05190  0.084
H: -3.36375 0.94361 -2.90609  0.132
H: -2.15978 -0.10556 -0.32198  0.108
H: -3.58967 0.91088 -0.22088  0.140
H: -1.77162 3.83905 -1.27615  0.060
H: -3.14988 3.28325 -0.26511  0.102
H: -3.07517 2.99401 -2.05102  0.097
H: -2.08032 -0.82284 -3.68776  0.095
H: -1.67732 -1.34823 -2.21203  0.005

As for the energy relative to the best compared isomer or geometry (same formula, charge and spin): 0.000 eV. The HOMO energy is -0.289 Eh. The total charge is 0. The gap between HOMO and LUMO is 0.2878 Ha.

=====

2.
ORCA calculation (ωB97M-V with the def2-TZVPD basis set) on a molecular structure, C12H37HfO17P4 in a non-equilibrium geometry.

Last column: Mulliken spin population.
Atoms and positions in Å:
Hf: -0.48540 -0.51214 20.74512  0.000
O: 0.75910 1.35539 20.85264  -0.001
H: 1.42196 2.07180 20.80909  -0.001
C: 4.09717 5.37949 21.95980  -0.004
O: 4.79662 4.91417 20.80761  0.013
P: 5.38025 3.45581 20.91545  -0.044
O: 6.07048 3.07401 22.23625  0.465
O: 4.08272 2.48516 20.42031  0.038
C: 4.32179 1.13547 20.37018  0.009
O: 6.42822 3.34458 19.70973  0.316
C: 7.76763 3.09506 19.87744  0.082
H: 4.81015 5.87664 22.61751  0.000
H: 3.70829 4.61119 22.62808  0.001
H: 3.33620 6.10091 21.66214  0.000
H: 3.40799 0.61863 20.66337  -0.001
H: 5.05701 0.78643 21.09525  0.000
H: 4.49181 1.12320 19.29358  -0.001
H: 8.16900 4.10391 19.78134  0.093
H: 8.24369 2.40231 19.18349  0.014
H: 8.09596 2.86478 20.89099  0.023
C: -2.50811 2.63792 16.61572  0.000
O: -1.18636 2.59441 17.09917  0.000
P: -0.45788 1.18794 17.09837  0.000
O: -0.50891 0.43234 18.37080  0.000
O: -0.89706 0.44313 15.77197  0.000
C: -0.72442 1.01495 14.44876  0.000
O: 1.07791 1.56908 16.73887  0.000
C: 1.99198 2.00237 17.70364  0.000
H: -3.14887 2.21075 17.38711  0.000
H: -2.58832 2.35027 15.56742  0.000
H: -2.78669 3.69077 16.66033  0.000
H: -0.68692 2.10036 14.35617  0.000
H: -1.59856 0.61835 13.93233  0.000
H: 0.11599 0.48393 14.00174  0.000
H: 2.50512 2.93041 17.45162  0.000
H: 2.87894 1.37459 17.78908  0.000
H: 1.56546 2.21571 18.68377  0.000
C: 4.30469 -2.48060 22.06088  0.000
O: 4.05017 -1.75877 23.19770  0.000
P: 2.53430 -1.13993 23.48363  -0.001
O: 1.48979 -0.91863 22.43857  0.000
O: 1.98085 -2.08462 24.60935  0.000
C: 1.67344 -3.50900 24.58443  0.000
O: 2.97260 0.10280 24.40080  0.000
C: 3.08552 1.39249 23.85890  -0.004
H: 5.08896 -3.23027 22.16583  0.000
H: 4.42242 -1.71207 21.29694  0.000
H: 3.39477 -2.98007 21.72816  0.000
H: 0.59856 -3.50780 24.40348  0.000
H: 1.92762 -4.02515 25.51021  0.000
H: 2.16689 -4.08176 23.79921  0.000
H: 4.09701 1.79341 23.92414  0.001
H: 2.51994 2.15300 24.39727  0.000
H: 2.94456 1.41695 22.77833  0.001
C: -3.47554 -0.83195 24.56775  0.000
O: -2.81169 0.34922 24.95008  0.000
P: -1.36449 0.76062 24.31748  0.000
O: -0.98829 0.33874 22.88410  0.000
O: -1.17060 2.38963 24.55768  0.000
C: -0.06988 3.01631 24.01235  0.000
O: -0.18838 0.15331 25.33124  0.000
C: -0.40858 0.35514 26.75156  0.000
H: -2.79603 -1.54790 24.10537  0.000
H: -4.08126 -0.39632 23.77312  0.000
H: -4.14303 -1.29383 25.29523  0.000
H: 0.32747 2.43234 23.18218  0.000
H: 0.69080 3.26508 24.75234  0.000
H: -0.37092 3.94424 23.52612  0.000
H: -0.70465 -0.56860 27.24867  0.000
H: -1.19626 1.08528 26.93745  0.000
H: 0.41582 0.81976 27.29249  0.000

The expectation value of S² is 0.764. The HOMO energy (alpha / beta) is -0.759 / -0.759 Eh. The total charge is +4. The gap between HOMO and LUMO (alpha / beta) is 0.1788 / 0.1651 Ha. As for the spin multiplicity: 2.

=====

3.
ORCA calculation (ωB97M-V with the def2-TZVPD basis set) on 6 unconnected molecules or ions with the total composition C12H37NO6 in a non-equilibrium geometry.

Last column: Löwdin charge in e.
Atoms and positions in Å:
O: -18.19142 5.27110 9.53711  -0.073
H: -18.74737 5.49808 8.77156  0.009
H: -17.98157 4.32882 9.42954  0.022
C: -23.14992 9.84083 13.02391  -0.080
C: -22.45953 8.49551 12.96255  -0.422
C: -22.33828 7.97832 11.51737  -0.231
O: -22.02815 6.61510 11.55031  -0.186
C: -21.47888 6.19238 10.32839  -0.118
N: -21.12034 8.64268 13.59446  0.042
H: -24.20257 9.85471 12.73975  0.076
H: -22.65404 10.53300 12.32800  0.080
H: -23.04413 10.32102 13.99548  0.077
H: -23.00523 7.74665 13.53972  0.138
H: -21.58648 8.57488 10.99427  0.127
H: -23.32321 8.14569 11.05717  0.128
H: -21.36016 5.11036 10.30922  0.093
H: -20.47218 6.59622 10.16916  0.068
H: -22.05678 6.48870 9.44576  0.088
H: -20.63971 9.40383 13.11124  0.070
H: -20.56893 7.83017 13.30901  0.040
C: -16.01006 3.54103 7.35760  -0.073
C: -17.09372 2.49868 7.24345  -0.322
O: -18.09514 2.65089 8.23758  -0.087
H: -15.27294 3.30125 8.12210  0.067
H: -16.44029 4.52416 7.55993  0.072
H: -15.47337 3.64611 6.41375  0.079
H: -16.70892 1.47020 7.25380  0.113
H: -17.51142 2.54892 6.22459  0.104
H: -18.62949 1.85595 8.28695  0.094
C: -19.81020 5.20870 6.01291  -0.072
C: -19.50784 6.67345 6.24010  -0.287
O: -19.57762 6.89940 7.65543  -0.104
H: -19.69645 4.88889 4.97883  0.080
H: -20.84107 4.98832 6.30177  0.081
H: -19.17859 4.60254 6.66370  0.053
H: -20.24097 7.32402 5.75717  0.112
H: -18.51695 6.92476 5.85270  0.113
H: -19.56017 7.84871 7.80814  0.098
C: -18.55404 5.21115 13.07164  -0.087
C: -19.77582 5.27134 13.97242  -0.341
O: -19.91536 4.08951 14.71890  -0.061
H: -17.60108 5.24432 13.59959  0.068
H: -18.51586 6.03770 12.35584  0.062
H: -18.62070 4.31622 12.44823  0.075
H: -20.65786 5.50935 13.36474  0.093
H: -19.67909 6.14947 14.63159  0.106
H: -20.82309 3.79114 14.75641  0.080
C: -14.64059 4.55525 10.89885  -0.086
C: -15.08289 5.98911 11.17591  -0.311
O: -15.69177 6.54430 10.01078  -0.104
H: -14.32891 4.01353 11.79604  0.071
H: -13.84070 4.53279 10.16200  0.070
H: -15.51397 4.01581 10.52603  0.057
H: -14.22962 6.62307 11.42979  0.105
H: -15.77483 6.03015 12.02129  0.092
H: -16.65164 6.43362 10.10769  0.039

As for the energy relative to the best compared isomer or geometry (same formula, charge and spin): 0.000 eV. The HOMO energy is -0.340 Eh. The total charge is 0. The structure (SMILES) is COC[C@H](C)N.CCO.CCO.CCO.CCO.O. The gap between HOMO and LUMO is 0.3569 Ha.

=====

4.
ORCA calculation (ωB97M-V with the def2-TZVPD basis set) on 7 unconnected molecules or ions with the total composition C12H38O13 in a non-equilibrium geometry.

Last column: Löwdin charge in e.
Atoms and positions in Å:
C: 8.27934 15.44086 8.52521  -0.232
C: 7.56995 14.35842 7.71394  -0.187
O: 6.33605 13.84639 8.34980  -0.108
O: 8.29220 15.44943 9.94376  -0.080
H: 7.83242 16.42794 8.28626  0.129
H: 9.35990 15.37561 8.22921  0.132
H: 8.15680 13.45087 7.61171  0.092
H: 7.30979 14.81172 6.73801  0.124
H: 5.87722 14.59583 8.80234  0.091
H: 8.67459 14.68763 10.39716  0.050
C: 4.86732 8.39058 11.89603  -0.270
C: 5.06446 8.54130 10.42468  -0.180
O: 6.00445 9.68628 10.24671  -0.134
O: 4.55798 9.63214 12.50204  -0.095
H: 5.81700 7.98111 12.32820  0.121
H: 4.03183 7.71546 12.27314  0.146
H: 4.13182 8.67547 9.92212  0.118
H: 5.55761 7.59597 10.19178  0.116
H: 6.01996 10.02007 9.30689  0.055
H: 4.92906 10.33666 11.91281  0.090
C: 6.41439 14.87129 12.92734  -0.243
C: 5.45591 14.66186 11.74444  -0.292
O: 5.43673 15.73430 10.93460  -0.047
O: 7.14551 13.79797 13.31979  -0.055
H: 5.80637 15.26320 13.72109  0.121
H: 7.10234 15.68403 12.64428  0.134
H: 4.50606 14.51598 12.18854  0.108
H: 5.66845 13.68182 11.25326  0.126
H: 6.34434 16.03793 10.71597  0.085
H: 6.54248 13.12685 13.61120  0.063
C: 7.32498 10.16659 7.10133  -0.209
C: 6.73822 8.76509 7.12459  -0.233
O: 7.54175 7.88096 6.37603  -0.033
O: 6.47085 10.97619 7.90575  -0.096
H: 7.26861 10.57346 6.07960  0.125
H: 8.39464 10.24723 7.40563  0.128
H: 5.67671 8.75283 6.71680  0.154
H: 6.67552 8.41021 8.15547  0.100
H: 8.19330 7.44791 6.85358  0.026
H: 6.73107 11.87834 8.11966  0.047
C: 7.16764 9.87542 14.90604  -0.236
C: 6.65497 10.97901 15.89829  -0.213
O: 6.40549 12.23525 15.30370  -0.075
O: 8.48136 10.04909 14.38620  -0.110
H: 6.55503 9.78604 14.02045  0.086
H: 7.25209 8.89071 15.40151  0.120
H: 7.49090 11.01705 16.62733  0.125
H: 5.78091 10.60728 16.40454  0.110
H: 7.31581 12.52927 15.10730  0.091
H: 8.34232 9.88836 13.39249  0.076
C: 9.53286 10.82524 10.79120  -0.172
C: 8.84619 12.09064 10.43864  -0.225
O: 8.98782 13.14616 11.39872  -0.054
O: 8.55425 9.93592 11.43368  -0.111
H: 10.39236 10.96207 11.44308  0.132
H: 9.79523 10.30002 9.85617  0.117
H: 7.81282 11.80248 10.33007  0.108
H: 9.21951 12.46612 9.47044  0.123
H: 8.29244 13.08145 12.04002  0.042
H: 7.78262 9.82783 10.84216  0.048
O: 8.99643 5.79637 8.65772  -0.022
H: 8.58097 4.95605 8.50132  0.034
H: 9.88893 5.55816 8.82192  0.020

As for the energy relative to the best compared isomer or geometry (same formula, charge and spin): 0.530 eV. The HOMO energy is -0.348 Eh. The total charge is 0. The structure (SMILES) is OCCO.OCCO.OCCO.OCCO.OCCO.OCCO.O. The gap between HOMO and LUMO is 0.3591 Ha.

=====

5.
ORCA calculation (ωB97M-V with the def2-TZVPD basis set) on 7 unconnected molecules or ions with the total composition C12H38O7 in a non-equilibrium geometry.

Last column: Löwdin charge in e.
Atoms and positions in Å:
C: -5.01434 -0.69078 -3.22749  -0.109
C: -5.08678 0.65996 -3.91646  -0.301
O: -3.76594 1.25220 -3.93663  -0.085
H: -4.07404 -1.22965 -3.34390  0.074
H: -5.84089 -1.36190 -3.46097  0.072
H: -4.98045 -0.46094 -2.16254  0.064
H: -5.76611 1.31460 -3.37053  0.103
H: -5.57180 0.43021 -4.86518  0.106
H: -3.41005 1.36744 -3.05252  0.076
C: 4.03832 -1.36093 2.48403  -0.090
C: 3.22108 -0.63129 3.59209  -0.314
O: 1.89540 -1.10494 3.66292  -0.075
H: 5.00179 -0.87485 2.33059  0.068
H: 3.62798 -1.36902 1.47426  0.063
H: 4.17139 -2.44229 2.51671  0.065
H: 3.32215 0.42289 3.33404  0.100
H: 3.71699 -0.70805 4.55970  0.103
H: 1.41642 -0.69422 4.38645  0.080
C: 5.98425 5.19387 -2.68571  -0.099
C: 4.77925 4.30321 -2.42438  -0.324
O: 4.09799 4.79824 -1.27211  -0.080
H: 5.65874 6.20884 -2.91368  0.070
H: 6.51593 4.94086 -3.60300  0.070
H: 6.69545 5.25829 -1.86221  0.074
H: 5.11887 3.27439 -2.30478  0.104
H: 4.12802 4.35961 -3.29663  0.107
H: 3.25568 4.33946 -1.23161  0.078
C: 1.98630 -2.24372 -4.88931  -0.102
C: 2.04485 -3.43836 -5.81456  -0.328
O: 3.02723 -4.31578 -5.29677  -0.080
H: 1.62397 -2.48172 -3.88922  0.073
H: 1.40417 -1.44741 -5.35312  0.072
H: 2.94941 -1.77447 -4.68851  0.074
H: 2.26763 -3.22166 -6.85931  0.112
H: 1.05564 -3.89149 -5.87979  0.103
H: 2.76887 -4.45521 -4.38277  0.075
C: -2.69687 -8.27563 4.23807  -0.080
C: -2.53398 -6.81857 3.82794  -0.363
O: -1.19928 -6.53706 3.62964  -0.073
H: -3.75477 -8.51149 4.35355  0.071
H: -2.24946 -8.48418 5.20988  0.070
H: -2.18764 -8.98833 3.58934  0.076
H: -2.94696 -6.06551 4.49910  0.110
H: -2.99882 -6.62906 2.86041  0.104
H: -1.17198 -5.57843 3.58627  0.085
C: -2.15138 6.23628 4.04868  -0.095
C: -3.48841 5.99673 3.37303  -0.353
O: -3.72505 4.63319 3.42442  -0.078
H: -1.43693 5.46610 3.75802  0.076
H: -2.27303 6.31018 5.12936  0.072
H: -1.76680 7.19456 3.69957  0.070
H: -3.51181 6.28928 2.32328  0.115
H: -4.20939 6.55853 3.96690  0.109
H: -4.04785 4.48068 4.31556  0.086
O: -1.07351 1.76714 0.33676  -0.055
H: -1.04143 0.86479 0.65451  0.028
H: -1.79828 2.16561 0.81857  0.026

As for the energy relative to the best compared isomer or geometry (same formula, charge and spin): 3.780 eV. The HOMO energy is -0.371 Eh. The total charge is 0. The structure (SMILES) is CCO.CCO.CCO.CCO.CCO.CCO.O. The gap between HOMO and LUMO is 0.3796 Ha.

=====

6.
ORCA calculation (ωB97M-V with the def2-TZVPD basis set) on a molecular structure, C12H3Cl2CoF15NO5S3.

Last column: Mulliken spin population.
Atoms and positions in Å:
Co: -0.06410 -0.19741 -0.04118  2.786
F: -3.22078 2.58868 -2.94525  -0.001
C: -1.99520 3.05464 -2.74320  0.001
F: -1.14608 2.45779 -3.57757  0.000
F: -1.97354 4.35943 -2.94451  0.000
S: -1.52375 2.67527 -1.01285  0.005
O: -1.37859 1.21675 -1.03144  0.005
O: -2.53930 3.21983 -0.17767  0.002
N: -0.14919 3.43662 -0.90247  0.001
S: 1.18781 2.73948 -0.49333  0.000
O: 0.96730 1.51499 0.28831  0.028
O: 2.13379 3.66008 0.02327  0.003
C: 1.90440 2.12676 -2.07727  0.005
F: 3.17755 1.83552 -1.89195  0.000
F: 1.77876 3.05021 -3.01433  0.000
F: 1.24349 1.02373 -2.46305  0.003
Cl: -2.13058 -0.69092 1.21093  0.047
C: -2.25493 -2.36419 0.75909  0.077
C: -2.82695 -3.21366 1.66442  -0.042
C: -2.99080 -4.55196 1.32216  0.132
C: -2.60254 -5.02523 0.08129  -0.047
C: -2.03496 -4.16320 -0.83696  0.111
Cl: -1.55149 -4.80481 -2.35735  0.019
C: -1.82315 -2.79514 -0.52412  -0.001
S: -1.03901 -1.77099 -1.63924  0.766
H: -3.13702 -2.84163 2.63137  0.001
H: -3.43026 -5.23113 2.04070  0.008
H: -2.72955 -6.06682 -0.18203  0.001
F: 3.74655 -1.85263 2.55948  0.001
C: 2.51888 -1.43826 2.24369  -0.014
F: 2.59883 -0.14799 1.88548  -0.001
F: 1.76756 -1.49974 3.34481  0.000
C: 1.84890 -2.23968 1.07640  0.001
O: 0.58976 -1.79506 0.85619  0.073
C: 2.71887 -2.08858 -0.21936  0.006
F: 2.48031 -0.86516 -0.75052  0.012
F: 4.03095 -2.18193 -0.01966  0.000
F: 2.37355 -2.97782 -1.15382  0.004
C: 1.72879 -3.74613 1.45188  0.005
F: 1.04384 -3.90058 2.58777  -0.001
F: 2.92845 -4.32216 1.60036  0.001
F: 1.05859 -4.41929 0.50885  0.001

The expectation value of S² is 6.031. The HOMO energy (alpha / beta) is -0.366 / -0.385 Eh. The total charge is 0. The gap between HOMO and LUMO (alpha / beta) is 0.3554 / 0.2486 Ha. As for the spin multiplicity: 5.